Here is a molecular structure, CH2LiNaO3 at a distorted geometry from the Open Molecules 2025 dataset. Energies are from wB97M-V/def2-TZVPD.

Calculated values
2S+1   1
Orbital gap   3.92 eV
Net charge   0
DFT total energy   -11832.78095 eV

Geometry (Å):
O1 1.4958 1.1228 -0.2369
C1 0.3550 0.5961 0.2716
O2 -0.7326 1.0513 -0.1093
O3 0.5085 -0.5950 0.6707
Li1 -1.7133 -0.7098 -0.0829
H1 1.8756 1.7411 0.3985
Na1 1.8060 -1.8051 -0.8692
H2 -3.5951 -1.4015 -0.0425

Cartesian forces, eV/Å:
1.65 1.58 0.35
-2.00 -2.29 -2.73
0.30 0.58 1.04
0.10 -0.95 0.61
-0.85 0.25 0.47
0.16 0.16 -0.22
-0.39 0.55 0.62
1.02 0.12 -0.15